ORCA calculation (ωB97M-V/def2-TZVPD) on a molecular structure, C49H48BIrN9O6.

Atoms and positions in Å:
Ir  -0.50259  0.24570  -0.48688
C  -2.68631  0.03174  -5.78582
C  -1.52037  0.14394  -4.85951
C  -0.17811  0.22621  -5.16328
C  0.47943  0.29730  -3.91834
N  -0.41185  0.26324  -2.94130
N  -1.63249  0.17115  -3.51333
B  -2.91832  0.10312  -2.64955
N  -2.95349  1.37737  -1.78468
N  -1.82201  1.82258  -1.18127
C  -2.02072  3.11935  -0.91604
C  -3.33187  3.47383  -1.27023
C  -3.88181  2.34954  -1.83680
C  -5.23672  2.16647  -2.43667
C  -1.00636  4.10148  -0.51872
C  0.24859  4.08389  -1.11789
C  1.15568  5.09634  -0.86688
C  0.83317  6.12531  0.00852
C  -0.41247  6.14315  0.61799
C  -1.33482  5.14558  0.34083
N  -2.85409  -1.16674  -1.79908
N  -1.66901  -1.50338  -1.25194
C  -1.75702  -2.78463  -0.89771
C  -3.04456  -3.26294  -1.18957
C  -3.70946  -2.20570  -1.77189
C  -5.10771  -2.13649  -2.28924
C  -0.63602  -3.61722  -0.43782
C  0.60671  -3.51794  -1.05928
C  1.65902  -4.32278  -0.65827
C  1.47547  -5.25467  0.35641
C  0.23059  -5.38314  0.95451
C  -0.82207  -4.56884  0.56115
C  1.93397  0.28573  -3.70150
C  2.49491  -0.48966  -2.69039
C  3.87118  -0.59549  -2.57002
C  4.70269  0.08020  -3.45126
C  4.15168  0.88465  -4.44103
C  2.77483  0.98173  -4.56925
H  -2.32869  0.01428  -6.81384
H  -3.36633  0.87741  -5.67190
H  -3.25253  -0.88184  -5.59891
H  0.27385  0.21676  -6.14120
H  -3.88430  0.07399  -3.35024
H  -3.78161  4.44935  -1.19337
H  -5.86446  3.01740  -2.17860
H  -5.70982  1.25654  -2.06820
H  -5.18045  2.09439  -3.52425
H  0.48825  3.27547  -1.79741
H  2.12518  5.07889  -1.34711
H  1.55176  6.90886  0.21457
H  -0.66504  6.93166  1.31613
H  -2.31003  5.16232  0.81249
H  -3.41263  -4.26121  -1.02130
H  -5.61992  -3.07239  -2.07404
H  -5.12711  -1.96798  -3.36683
H  -5.65752  -1.32216  -1.81586
H  0.73759  -2.78761  -1.84798
H  2.62682  -4.20895  -1.12937
H  2.30596  -5.86532  0.68790
H  0.08219  -6.10553  1.74806
H  -1.78492  -4.65232  1.05143
H  1.85032  -0.99589  -1.98226
H  4.28976  -1.20156  -1.77642
H  5.77869  -0.00746  -3.36357
H  4.79326  1.43952  -5.11472
H  2.34442  1.60978  -5.34044
C  -2.58468  0.18575  2.03229
C  -1.71121  0.94893  3.03247
C  -1.90489  2.45927  2.86102
C  -0.21856  0.63683  3.07314
C  0.25633  0.07628  4.25001
C  1.60611  -0.05798  4.52407
C  2.49788  0.46787  3.60637
C  2.10184  1.02511  2.39744
C  3.22754  1.66563  1.59936
C  3.14146  1.59303  0.07924
C  3.39915  3.10941  2.08900
C  0.70778  1.02258  2.04255
N  0.23629  1.37481  0.82381
H  -3.63574  0.42087  2.22472
H  -2.46131  -0.89333  2.13766
H  -2.35567  0.46915  1.00456
H  -2.08305  0.67938  4.02539
H  -1.38027  2.79796  1.96860
H  -1.50350  3.00173  3.71984
H  -2.96603  2.70692  2.75938
H  -0.46872  -0.25868  4.98573
H  1.95385  -0.52139  5.43919
H  3.55995  0.44013  3.83227
H  4.13173  1.11629  1.88128
H  2.30951  2.17689  -0.30184
H  3.01185  0.55914  -0.22803
H  4.06874  1.97253  -0.36211
H  2.44394  3.62901  2.07739
H  4.09780  3.65350  1.44584
H  3.78775  3.12866  3.11005
O  2.68235  -1.45613  0.23687
C  1.63619  -1.59763  0.85770
O  0.45872  -1.26182  0.49278
C  1.65849  -2.29910  2.19650
C  2.87145  -2.63424  2.76853
C  2.88277  -3.25265  4.01300
C  1.71553  -3.56639  4.68047
C  0.51523  -3.23395  4.08078
C  0.47511  -2.58563  2.85425
N  -0.73016  -3.57033  4.75533
O  -1.77613  -3.32032  4.18483
O  -0.66415  -4.09286  5.85601
N  4.15750  -3.56007  4.65137
O  4.13872  -4.13001  5.72972
O  5.17827  -3.23248  4.07572
H  3.79387  -2.41435  2.25145
H  1.74118  -4.05363  5.64268
H  -0.47117  -2.31100  2.41457

E_HOMO (spin up / spin down) ... -4.04 / -3.90 eV
Total energy ... -2969.4710 hartree
Relative energy (zero: lowest compared OMol25 entry of this formula, charge and spin) ... 25.15 kcal/mol
Largest force on an atom ... 1.76 eV Å⁻¹
E_LUMO (spin up / spin down) ... 1.626 / 1.626 eV
Kohn-Sham gap (spin up / spin down) ... 5.7 / 5.5 eV
Charge ... -1


ORCA calculation (ωB97M-V/def2-TZVPD) on 3 unconnected molecules or ions with the total composition C4H6O2.

Atoms and positions in Å:
O  -2.70274  -0.78050  -2.16731
C  -1.65730  -0.36320  -2.02156
C  0.51989  1.47074  -0.10144
C  0.49915  1.15410  1.18955
C  0.34771  -1.66390  0.21422
O  -0.83017  -1.90844  0.13187
H  1.42789  1.80187  -0.59993
H  -0.36753  1.38799  -0.72207
H  1.38901  1.21666  1.81131
H  -0.41319  0.81319  1.67435
H  0.89996  -1.76488  1.16929
H  0.94976  -1.32774  -0.65055

E_HOMO ... -10.15 eV
Total energy ... -306.4172 hartree
Relative energy (zero: lowest compared OMol25 entry of this formula, charge and spin) ... 55.93 kcal/mol
Largest force on an atom ... 1.46 eV Å⁻¹
E_LUMO ... 0.914 eV
Kohn-Sham gap ... 11.1 eV
Charge ... 0


ORCA calculation (ωB97M-V/def2-TZVPD) on a gas-phase ion, C8H11N4 (charge +1).

Atoms and positions in Å:
C  1.34715  -1.30968  0.28673
C  0.21855  -0.51378  -0.36024
C  -1.16668  -0.94632  -0.24815
N  -1.66156  -1.50159  0.76933
C  -1.37085  -1.38013  2.04246
C  -0.97380  -0.16007  2.54701
N  -0.68626  0.91068  1.74179
C  -0.18092  1.03682  0.50526
N  -0.10826  2.34230  0.00784
C  0.07185  2.41026  -1.28114
C  -0.15716  1.16069  -2.11013
N  0.54561  -0.08870  -1.65295
H  2.12999  -0.65384  0.65476
H  1.71033  -1.87591  -0.65145
H  0.92825  -1.95932  1.03471
H  -1.63584  -0.83015  -1.16537
H  -1.70993  -2.22381  2.59110
H  -0.94220  0.07228  3.62326
H  -1.10943  1.79994  2.06657
H  0.39052  3.36775  -1.62261
H  -1.17895  0.89278  -2.04729
H  0.38427  1.27997  -3.14925
H  1.56027  -0.05936  -1.67657

E_HOMO ... -12.84 eV
Total energy ... -530.1052 hartree
Relative energy (zero: lowest compared OMol25 entry of this formula, charge and spin) ... 73.29 kcal/mol
Largest force on an atom ... 4.56 eV Å⁻¹
E_LUMO ... -4.903 eV
Kohn-Sham gap ... 7.9 eV
Charge ... +1
SMILES string ... C[C@@]12C=NC=CNC1=[N+]=CCN2


ORCA calculation (ωB97M-V/def2-TZVPD) on 2 unconnected molecules or ions with the total composition C20H18BBrClF19O12PSSi2.

Atoms and positions in Å:
C  -4.73202  -1.87973  0.17258
C  -3.55417  -1.16370  0.83748
F  -3.93704  0.16677  1.14934
C  -2.27101  -1.08955  -0.01248
Si  -0.77029  -1.67468  0.93735
C  -0.68098  -0.74447  2.56587
C  -0.88752  0.78259  2.58352
C  0.31429  1.58135  2.11888
F  1.48322  0.98964  2.46233
F  0.30094  1.67874  0.75007
C  0.40827  3.04227  2.70223
F  1.66647  3.49693  2.67933
F  0.02007  2.97539  3.99710
C  -0.49694  4.13461  2.04475
F  -0.63598  5.11885  2.94566
F  -1.71354  3.57638  1.85239
C  0.01449  4.80581  0.69710
F  1.09203  4.15522  0.23752
F  0.37858  6.07514  0.97073
C  -0.99665  4.89382  -0.49378
F  -0.27839  5.29831  -1.55209
F  -1.49885  3.68076  -0.76535
C  -2.16748  5.91725  -0.31931
F  -1.70129  7.13175  -0.64909
F  -2.58556  5.97024  0.96328
C  -3.40031  5.65053  -1.25014
F  -2.92901  5.39406  -2.48199
F  -4.08917  6.80590  -1.28823
C  -4.41831  4.50903  -0.82694
F  -3.98902  3.81235  0.21709
F  -4.61381  3.68089  -1.83101
F  -5.57764  5.05371  -0.48977
O  0.67521  -1.47107  0.13469
Si  1.12472  -1.57526  -1.44421
C  0.53170  -3.05356  -2.40200
C  -0.94097  -3.23458  -2.71733
C  -1.48299  -2.26741  -3.77127
Br  -1.21434  -5.11424  -3.32079
S  0.54952  0.26991  -2.57929
O  1.17002  0.06544  -3.86135
O  -0.83024  0.65244  -2.48977
F  1.35257  1.44281  -1.88972
P  -1.12724  -3.81403  1.75853
O  -2.46570  -4.25786  0.88643
Cl  0.34266  -4.90203  0.84760
H  -5.15559  -2.64375  0.83159
H  -4.43241  -2.38170  -0.75239
H  -5.51073  -1.14446  -0.05694
H  -3.36350  -1.64068  1.80991
H  -2.43157  -1.60746  -0.96035
H  -2.10942  -0.03891  -0.29362
H  -1.50034  -1.15790  3.17270
H  0.24269  -1.01825  3.08844
H  -1.72772  1.07398  1.94320
H  -1.15963  1.10463  3.59243
H  2.57358  -1.48080  -1.53438
H  1.08815  -3.01131  -3.35126
H  0.95338  -3.88566  -1.83133
H  -1.54613  -3.21458  -1.81188
H  -2.06238  -1.46272  -3.30915
H  -2.13770  -2.78089  -4.48068
H  -0.66423  -1.81972  -4.34303
H  -2.25943  -4.76314  0.08492
B  6.60599  -3.43986  0.62708
O  5.33441  -2.82027  0.17375
C  4.41257  -3.74330  0.02413
O  3.27596  -3.57308  -0.32872
C  5.04568  -5.11254  0.38748
O  4.48258  -6.16845  0.36079
O  6.30085  -4.88158  0.72483
O  7.70031  -3.17324  -0.31380
C  8.68823  -2.54203  0.30558
O  9.72226  -2.18514  -0.17721
C  8.25405  -2.35013  1.78549
O  8.89442  -1.81920  2.64441
O  7.04733  -2.88462  1.91210

E_HOMO ... -7.11 eV
Total energy ... -7951.4050 hartree
Largest force on an atom ... 1.34 eV Å⁻¹
E_LUMO ... 1.816 eV
Kohn-Sham gap ... 8.9 eV
Charge ... -1


ORCA calculation (ωB97M-V/def2-TZVPD) on a molecular structure, C38H32Cl2N7O7PScTe.

Atoms and positions in Å:
Sc  1.05198  -0.93380  -0.40588
Cl  5.77262  0.23248  4.62226
C  4.52047  0.47984  3.45941
C  3.97790  -0.61447  2.81367
C  2.97523  -0.46320  1.85547
N  2.46794  -1.50558  1.09259
C  2.86532  -2.77898  1.28287
O  3.41755  -3.28655  2.25576
C  2.54871  -3.65746  0.08914
C  2.96101  -4.98941  0.09257
C  2.64025  -5.79329  -0.98271
C  1.92745  -5.23807  -2.03363
C  1.58240  -3.89618  -1.96755
N  1.88348  -3.12003  -0.93519
C  2.52250  0.85413  1.53534
C  3.07441  1.93936  2.21996
C  4.07000  1.75580  3.16476
Cl  4.76132  3.12869  3.95325
N  1.58139  0.94564  0.51772
C  1.04887  2.10813  0.12683
O  1.21922  3.24530  0.57844
C  0.12566  1.94440  -1.05753
C  -0.22285  3.07254  -1.79961
C  -1.04389  2.92518  -2.89896
C  -1.48907  1.65104  -3.22624
C  -1.10334  0.58451  -2.42871
N  -0.32151  0.72144  -1.36407
H  4.35850  -1.59924  3.02729
H  3.51860  -5.34715  0.94317
H  2.92943  -6.83436  -1.00434
H  1.63650  -5.83354  -2.88407
H  1.02862  -3.42545  -2.77138
H  2.73341  2.93677  1.99568
H  0.16159  4.03202  -1.48873
H  -1.33956  3.78205  -3.48845
H  -2.12836  1.49013  -4.08090
H  -1.43309  -0.42722  -2.65165
C  -6.44559  4.19729  1.45254
O  -6.27844  3.00202  0.73681
C  -6.11504  1.82832  1.42309
C  -6.27685  1.64832  2.79248
C  -6.09228  0.39893  3.35610
C  -5.69964  -0.69417  2.58068
C  -5.55424  -0.50370  1.19760
C  -5.77183  0.72850  0.63469
N  -5.65176  -1.95571  3.15763
N  -4.84823  -2.85673  2.85870
C  -3.70456  -2.68737  2.11355
C  -3.40009  -3.66863  1.16961
C  -2.36613  -3.52750  0.26397
C  -1.50358  -2.41735  0.29351
O  -0.58127  -2.19727  -0.57529
C  -1.69388  -1.47997  1.37826
N  -0.77308  -0.49879  1.47099
C  -0.91229  0.39186  2.42731
C  -1.92617  0.33113  3.39156
C  -2.84936  -0.67916  3.33112
C  -2.79028  -1.60013  2.27046
H  -6.40685  4.98939  0.70516
H  -5.64008  4.35139  2.17792
H  -7.41308  4.23779  1.96663
H  -6.54565  2.47551  3.43161
H  -6.23053  0.26015  4.41975
H  -5.30145  -1.34587  0.56758
H  -5.66007  0.87995  -0.42765
H  -4.07899  -4.50630  1.09082
H  -2.23315  -4.26351  -0.51849
H  -0.17540  1.18007  2.46673
H  -1.95796  1.05772  4.18925
H  -3.59490  -0.79432  4.10255
C  3.83560  0.63175  -5.96567
C  2.96704  0.32615  -4.75794
O  3.82647  -0.05762  -3.70292
P  3.29370  -0.08208  -2.15301
O  1.86982  -0.60115  -2.19874
Te  5.02374  -1.14009  -1.03347
O  3.09600  1.51470  -1.85898
C  4.27814  2.26980  -1.65278
C  3.92602  3.71380  -1.34723
H  3.22029  0.85811  -6.83118
H  4.45985  -0.23135  -6.17769
H  4.48159  1.47841  -5.75097
H  2.27593  -0.49813  -4.97323
H  2.37335  1.20165  -4.46678
H  4.90321  2.20366  -2.55186
H  4.84198  1.83808  -0.81815
H  3.46696  4.18515  -2.21303
H  4.82578  4.26408  -1.08408
H  3.22656  3.75779  -0.51607

E_HOMO ... -4.57 eV
Total energy ... -4668.1451 hartree
Relative energy (zero: lowest compared OMol25 entry of this formula, charge and spin) ... 4.30 kcal/mol
Largest force on an atom ... 2.45 eV Å⁻¹
E_LUMO ... 1.842 eV
Kohn-Sham gap ... 6.4 eV
Charge ... -1